A 7-piece molecular cluster, C34H73F5N7O8S3 overall in a non-equilibrium geometry, computed with ωB97M-V/def2-TZVPD.

Summary:
2S+1: 2
frontier orbital gap (spin up / spin down): 2.492 / 6.961 eV
highest occupied orbital energy (spin up / spin down): -6.6 / -11.1 eV
charge: +2

Last column: Mulliken charge in e.
Geometry (Å):
C1 1.131446 -0.989048 0.515042  0.1900
F1 1.746104 -0.511980 1.614611  -0.2359
F2 1.973960 -1.193480 -0.480577  0.0640
F3 0.424344 -2.037635 0.850668  -0.1857
S1 -0.152758 0.372791 -0.223693  0.1370
O1 -0.605393 -0.179225 -1.514471  -0.3973
O2 -1.351745 0.505650 0.699710  0.0747
O3 0.689967 1.595771 -0.351041  -0.5356
C2 3.156089 4.687646 -1.985307  -1.3455
C3 2.939527 3.331988 -2.653980  -0.2851
N1 3.609726 2.173969 -2.133345  0.3263
C4 3.244559 0.861884 -2.365723  -0.5090
C5 4.334037 0.091113 -2.054387  -0.9712
N2 5.240682 0.877395 -1.340130  0.2169
C6 4.803410 2.136826 -1.433222  -0.1601
C7 6.445405 0.409791 -0.647180  -0.7826
H1 4.077618 5.172430 -2.307601  0.4325
H2 3.001482 4.675121 -0.906396  0.3439
H3 2.337424 5.171018 -2.518444  0.3379
H4 3.359703 3.550651 -3.635680  0.2966
H5 1.895376 3.033544 -2.747686  0.4209
H6 2.299146 0.619091 -2.827956  0.6236
H7 4.502610 -0.946711 -2.301195  0.6960
H8 5.415158 2.958724 -1.091674  0.4234
H9 6.947605 -0.367514 -1.223113  0.3354
H10 6.247616 0.203494 0.404685  0.2985
H11 7.063178 1.307811 -0.644510  0.3381
C8 1.325408 -3.459580 -3.335895  -0.5277
C9 0.532116 -4.571626 -2.604434  0.1571
O4 -0.634753 -4.332190 -2.315260  -0.7504
N3 1.114256 -5.942994 -2.404421  0.2740
H12 1.175832 -6.347290 -3.327928  0.4129
H13 2.062359 -5.850675 -2.068747  0.4272
C10 0.267900 -6.773249 -1.420289  -0.7997
H14 1.711446 -3.766578 -4.307913  0.5069
H15 2.147500 -3.159203 -2.686245  -0.2490
H16 0.749462 -2.555857 -3.535082  0.1112
H17 -0.111601 -6.219215 -0.561730  0.2268
H18 1.014484 -7.509145 -1.121688  0.3750
H19 -0.595902 -7.095914 -2.001522  0.3464
C11 1.147827 3.993806 3.555701  -1.7746
C12 0.155719 3.658790 2.375601  1.2697
C13 0.368281 4.751476 1.335870  -0.6867
N4 -0.947425 5.303430 0.726712  0.0217
C14 -1.782626 6.171239 1.654196  -0.9363
C15 -0.828241 6.110773 -0.671865  -0.1227
C16 -1.933164 5.775064 -1.562414  -0.7033
C17 -2.683426 4.602129 -0.881086  -0.6526
C18 -1.746419 4.057905 0.198394  0.1820
H20 0.691967 4.770877 4.169269  0.4647
H21 2.013073 4.590445 3.266811  0.4438
H22 1.639251 3.244634 4.176465  0.3770
H23 -0.817173 3.623717 2.865854  0.1246
H24 0.417637 2.669907 1.999265  -0.4435
H25 1.010267 4.440461 0.511717  -0.1849
H26 0.817022 5.599372 1.853351  0.6863
H27 -1.097138 6.878086 2.121713  0.3274
H28 -2.188389 5.484970 2.397484  0.3385
H29 -2.561208 6.596118 1.020644  0.4675
H30 -0.790026 7.187541 -0.506937  0.4801
H31 0.085590 5.631701 -1.023294  -0.1123
H32 -2.565396 6.651227 -1.706347  0.2948
H33 -1.613976 5.363034 -2.519730  0.4121
H34 -3.528943 5.006829 -0.324821  0.3889
H35 -2.956102 3.961146 -1.719462  0.3017
H36 -2.244420 3.479421 0.976496  0.3616
H37 -1.014631 3.389647 -0.255509  -0.3052
C19 -2.813213 -2.954761 -6.529376  -1.3578
C20 -3.236912 -1.958129 -5.424591  -0.2104
C21 -3.060600 -2.430707 -3.989616  -0.5364
N5 -3.680862 -1.566158 -2.899088  0.5497
C22 -3.105803 -0.131957 -2.929695  -0.9693
C23 -3.430627 -2.156656 -1.575532  -0.6278
C24 -4.382064 -1.656847 -0.579022  -0.0896
C25 -5.591478 -1.278895 -1.444194  -0.9778
C26 -5.237165 -1.380126 -2.880379  -0.9072
H38 -3.428246 -3.851352 -6.452119  0.3604
H39 -1.777495 -3.294339 -6.538340  0.3286
H40 -3.080848 -2.580115 -7.517355  0.3902
H41 -4.304711 -1.757021 -5.510882  0.2859
H42 -2.798654 -0.986368 -5.651989  0.3254
H43 -1.992560 -2.473845 -3.776261  0.1785
H44 -3.527877 -3.409068 -3.877532  0.4738
H45 -2.143336 -0.184812 -3.438604  0.4314
H46 -2.984151 0.212723 -1.902807  0.3233
H47 -3.803811 0.575354 -3.377577  0.1669
H48 -2.418706 -1.909152 -1.254850  0.1159
H49 -3.621562 -3.222732 -1.698510  0.6493
H50 -4.039639 -0.847922 0.066345  -0.2827
H51 -4.604676 -2.532289 0.031026  0.5757
H52 -5.818068 -0.235895 -1.223048  0.3635
H53 -6.532328 -1.724568 -1.121275  0.4081
H54 -5.492057 -0.691844 -3.686240  0.5266
H55 -5.547208 -2.352365 -3.263412  0.3866
C27 -3.281753 0.295954 3.358942  -1.3067
C28 -2.086118 0.611005 4.140161  0.4072
C29 -1.058583 -0.445844 4.109695  -0.5974
N6 0.092063 -0.367916 5.074655  0.4279
C30 0.820823 1.032615 5.141768  -1.2603
C31 1.097036 -1.526779 4.891207  -0.3567
C32 1.733195 -1.634211 6.288560  -0.8133
C33 0.689629 -1.211635 7.356452  -0.6346
C34 -0.457877 -0.580431 6.503604  -0.6481
H56 -3.652967 -0.728834 3.348554  0.3773
H57 -3.111176 0.484395 2.298999  0.0026
H58 -4.116382 0.980863 3.508637  0.4233
H59 -2.318696 0.941628 5.152427  0.4465
H60 -1.606285 1.434371 3.611085  -0.3618
H61 -0.745829 -0.431278 3.065634  -0.2105
H62 -1.462636 -1.433623 4.331341  0.6643
H63 1.569873 1.128757 5.927761  0.3184
H64 0.052878 1.791832 4.993650  0.6008
H65 1.279309 1.056549 4.153178  0.4130
H66 1.781716 -1.328268 4.066631  0.2541
H67 0.535119 -2.430532 4.655453  0.4544
H68 2.499122 -0.889775 6.505995  0.3000
H69 2.216459 -2.537920 6.659869  0.4665
H70 1.204121 -0.556823 8.059732  0.3099
H71 0.267057 -2.088735 7.846593  0.3366
H72 -0.787574 0.418432 6.789386  0.4474
H73 -1.246640 -1.332286 6.529595  0.3697
N7 3.523927 -5.560120 -1.379109  -0.2157
S2 4.883685 -6.111046 -1.531243  0.8305
O5 5.420642 -6.877766 -0.404692  -0.6039
O6 5.776226 -5.353120 -2.357521  -0.5788
F4 4.465823 -7.266243 -2.572282  -0.3148
S3 4.107381 -4.269991 -0.431766  0.8495
O7 4.485805 -3.058937 -1.186968  -0.5075
O8 4.648022 -4.539433 0.875450  -0.5911
F5 2.654547 -3.756351 0.023167  -0.2581

Cartesian forces, eV/Å:
-2.137 2.301 -1.257
0.230 -0.132 -0.325
0.076 -0.336 0.819
0.286 -0.636 -0.002
-1.439 0.088 -0.065
1.203 0.385 1.320
2.733 -0.074 -0.815
-0.818 -1.123 0.463
-0.912 -0.761 -0.330
0.426 0.494 -0.485
2.497 -1.009 2.584
1.351 0.219 -0.880
-0.741 -0.210 0.742
-1.691 -0.283 -1.586
-0.811 -0.021 -0.879
0.301 1.469 -0.181
0.033 -0.155 0.365
0.071 0.224 -0.063
0.044 0.969 0.541
-0.337 -0.653 -0.437
-0.003 0.286 0.103
0.195 -0.081 -0.061
-0.029 -0.150 0.613
-0.432 0.202 -0.052
-0.311 -0.097 0.327
-0.193 -0.590 -0.321
0.497 -0.239 0.039
0.527 -1.523 0.558
3.011 2.267 -0.736
-4.306 -0.246 1.021
-2.152 1.254 0.239
-0.094 -1.129 -0.338
0.592 0.038 0.349
1.092 0.373 -1.388
0.435 -0.122 -0.237
0.478 0.188 -0.282
-0.551 -0.327 0.345
0.503 0.446 -0.386
-0.770 -0.572 0.151
0.271 -0.487 0.304
0.339 1.357 -0.167
1.715 -0.399 1.560
-1.253 1.260 -0.018
-1.325 -0.796 -1.747
0.853 -1.548 -0.335
2.585 -0.807 1.807
-1.634 -0.927 -0.189
-0.128 1.059 0.592
0.429 0.190 -0.926
-0.420 -0.394 0.562
0.266 -0.251 -0.877
-0.782 -0.357 -0.175
-0.230 0.089 -0.565
-0.405 0.069 -0.392
-0.191 -0.116 0.036
0.052 0.173 -0.327
-0.374 0.242 -0.161
-0.209 0.366 0.126
0.053 0.252 0.497
0.681 -0.265 0.444
0.318 0.835 -0.233
-0.152 -0.280 -0.284
0.320 0.619 -0.032
-0.519 -0.255 -0.560
-0.334 -0.603 0.863
0.103 0.430 0.199
0.310 0.034 0.201
-0.830 -0.439 0.356
-0.762 0.493 -0.368
0.314 0.132 -0.300
-0.689 2.742 -0.416
-0.105 -0.617 0.235
2.046 -0.981 0.055
-1.459 -0.317 0.270
-1.238 2.511 1.576
1.473 -2.904 -1.976
0.057 -0.207 0.212
0.046 0.381 0.253
0.255 0.362 0.096
-0.284 -0.153 -0.507
0.421 0.042 0.422
-0.066 -0.393 0.555
0.248 -0.075 0.101
-0.170 0.265 0.236
0.282 -0.274 -0.070
0.082 -0.399 -0.500
0.290 -0.666 -0.470
0.629 -0.059 -0.060
0.094 0.004 -0.237
-0.151 0.335 0.388
0.078 0.318 -0.016
0.187 -0.645 -0.543
-0.214 0.455 0.758
-0.365 -0.145 -0.058
-1.936 -0.219 -2.247
0.918 1.715 1.282
0.578 -1.453 -0.674
0.619 0.524 1.753
-0.910 -1.734 -2.660
0.038 0.216 1.009
0.498 0.805 1.285
-0.632 -0.065 -1.301
0.930 0.060 0.391
0.030 -0.068 0.657
0.520 -0.196 -0.168
-0.041 -0.136 0.734
-0.127 -0.047 0.117
-0.103 0.591 0.286
0.762 -0.446 0.053
-0.188 -0.027 -0.158
-0.593 -0.123 0.085
0.023 -0.025 1.103
0.664 0.013 0.118
-0.102 0.195 0.133
-0.205 0.156 -0.034
0.409 0.053 -1.080
-0.256 -0.439 -0.988
-0.577 -0.009 0.129
0.140 0.257 0.279
-0.269 -0.408 0.397
-0.284 0.466 -0.598
-2.152 4.818 3.290
7.208 -8.239 -2.516
-0.878 1.637 -1.745
0.141 0.566 0.843
-0.322 -0.081 0.223
-3.535 4.923 1.342
0.303 -2.500 0.948
0.468 -0.193 -1.759
-0.496 -0.576 -0.194